13
Properties=species:S:1:pos:R:3 method="wB97M-V/def2-TZVPD" relative_energy_ev=3.254 e_tot_ev=-10639.62050 e_homo_ev=-10.31 orbital_gap_ev=10.773
C -0.7880 -0.8367 0.0468
C 1.9563 2.2114 -0.2132
C -1.1653 -2.0195 0.8462
N -1.4612 -0.4667 -1.0645
N 0.2288 -0.0122 0.2824
N -0.8759 0.5778 -1.5245
N 1.0202 2.0965 -1.0338
N 0.1096 0.8225 -0.7184
H 2.6246 3.0484 -0.3412
H 2.1308 1.5365 0.6221
H -1.0073 -1.8376 1.9051
H -2.2104 -2.2456 0.6506
H -0.5622 -2.8748 0.5425

84
Properties=species:S:1:pos:R:3 method="wB97M-V/def2-TZVPD" e_tot_ev=-102586.39604 e_homo_ev=-4.58 orbital_gap_ev=6.683 total_charge=-1
C -1.4605 1.4094 -0.5299
C -0.5076 0.4065 -1.2368
C -1.4185 -0.5014 -2.1500
C 0.5516 1.0908 -2.1207
Ga 2.0751 2.0138 -1.0782
C 1.6106 3.9072 -0.4166
C 0.7236 4.7357 -1.3786
O 1.5368 5.6028 -2.1814
H -0.9649 2.3237 -0.1865
H -1.8488 0.9091 0.3722
H -2.3353 1.6647 -1.1398
H -0.0723 -0.2259 -0.4577
H -2.3132 0.0390 -2.4857
H -1.6981 -1.4471 -1.6653
H -0.8495 -0.7331 -3.0580
H 1.0330 0.2869 -2.7098
H 0.0784 1.7461 -2.8765
H 2.3417 1.1115 0.2462
H 3.4749 1.9886 -1.9057
H 1.1065 3.8901 0.5606
H 2.5419 4.4855 -0.2913
H 0.0962 4.1042 -2.0275
H 0.0321 5.3705 -0.7918
H 1.1312 5.6937 -3.0301
C -6.1826 -2.9226 0.3561
C -4.7185 -2.6213 0.1042
O -4.2009 -1.6970 1.0679
C -3.9298 -2.2127 2.2599
O -4.0664 -3.3615 2.5877
O -3.4917 -1.2279 3.0408
C -3.2372 -1.6255 4.3860
H -6.7597 -1.9977 0.4020
H -6.5857 -3.5536 -0.4367
H -6.3209 -3.4370 1.3075
H -4.6035 -2.1412 -0.8663
H -4.1178 -3.5313 0.0874
H -2.5666 -2.4825 4.4239
H -4.1749 -1.8538 4.8937
H -2.7615 -0.7848 4.8839
C -3.5893 -6.5204 3.2032
C -2.9784 -6.0618 4.5095
O -2.8852 -7.1366 5.4598
C -1.8891 -7.9918 5.2550
O -1.0682 -7.9359 4.3837
O -1.9613 -8.9375 6.1960
C -0.9913 -9.9713 6.0438
H -4.5523 -7.0036 3.3806
H -3.7346 -5.6744 2.5355
H -2.9505 -7.2489 2.7026
H -3.6190 -5.3100 4.9681
H -1.9999 -5.6054 4.3562
H 0.0145 -9.5611 5.9722
H -1.2186 -10.5723 5.1635
H -1.0530 -10.6020 6.9275
C 2.3910 2.0665 -6.2864
C 0.9629 2.3090 -5.8450
O 0.1828 2.9134 -6.8947
C -0.2163 2.0912 -7.8558
O -0.0105 0.9117 -7.9224
O -0.8951 2.8120 -8.7560
C -1.3141 2.0602 -9.8905
H 2.8367 2.9896 -6.6620
H 2.9883 1.6970 -5.4529
H 2.4346 1.3342 -7.0937
H 0.9553 3.0145 -5.0159
H 0.4889 1.3922 -5.4954
H -1.8711 1.1734 -9.5924
H -0.4511 1.7796 -10.4946
H -1.9637 2.7032 -10.4800
C 4.6136 6.5071 2.7562
C 5.4255 5.7299 1.7405
O 6.6363 5.2188 2.3212
C 6.4879 4.1456 3.0921
O 5.4638 3.5754 3.3317
O 7.6931 3.8134 3.5680
C 7.6614 2.7193 4.4800
H 5.2229 7.2887 3.2157
H 3.7461 6.9652 2.2813
H 4.2625 5.8575 3.5580
H 5.7321 6.3928 0.9327
H 4.8440 4.9223 1.2951
H 7.1543 1.8592 4.0463
H 7.1734 3.0182 5.4079
H 8.6932 2.4498 4.6943

19
Properties=species:S:1:pos:R:3 method="wB97M-V/def2-TZVPD" relative_energy_ev=1.714 e_tot_ev=-9369.47966 e_homo_ev=-8.71 orbital_gap_ev=9.722
C 1.0286 -0.3700 0.0721
N -0.2616 -0.5868 0.7342
C -0.7026 -1.9693 0.6378
O -1.9010 -2.1460 1.3487
C 1.3007 1.1459 -0.0174
N 0.2137 1.8908 -0.6084
C 0.4073 2.1086 -2.0397
H 1.8335 -0.9408 0.5464
H 0.9342 -0.8017 -0.9305
H -0.1626 -0.3565 1.7222
H 0.0314 -2.6983 0.9935
H -0.8825 -2.1501 -0.4310
H -2.2952 -1.2643 1.4172
H 2.2540 1.2547 -0.5281
H 1.4361 1.4597 1.0274
H -0.6445 1.4137 -0.3715
H 0.5722 1.2330 -2.6815
H -0.3611 2.7391 -2.4776
H 1.3402 2.6788 -2.1047

8
Properties=species:S:1:pos:R:3 method="wB97M-V/def2-TZVPD" relative_energy_ev=4.327 e_tot_ev=-11045.44344 e_homo_ev="-8.68 / -8.68" orbital_gap_ev="7.723 / 7.721"
C -1.8605 0.7647 -0.7766
C 2.2958 -0.0379 0.5484
C 1.6985 0.4280 -0.3736
Si -1.8694 -0.6013 0.2593
H -2.9339 0.9535 -0.8338
H 3.0742 -0.4357 1.1709
H 1.0207 0.7822 -1.0473
H -1.4253 -1.8536 1.0527

14
Properties=species:S:1:pos:R:3 method="wB97M-V/def2-TZVPD" relative_energy_ev=2.078 e_tot_ev=-20447.63065 e_homo_ev=-14.15 orbital_gap_ev=7.100 total_charge=+1
C 1.1051 -0.1407 -0.1280
C 0.1594 0.4553 0.8228
N 0.0434 1.7563 0.4574
N 0.6359 1.9766 -0.6587
N 1.3675 0.9883 -0.9624
N -0.3075 -0.1643 1.8701
N -1.2690 -0.7861 -1.0374
S 2.0278 -1.4638 -0.0714
H 2.0079 0.9426 -1.7236
H -0.7922 0.5119 2.5091
H -0.3462 -1.1544 2.0137
H -2.0108 -0.4203 -0.3195
H -1.1507 -1.7671 -0.7757
H -1.4706 -0.7345 -1.9964

16
Properties=species:S:1:pos:R:3 method="wB97M-V/def2-TZVPD" relative_energy_ev=0.781 e_tot_ev=-19086.71868 e_homo_ev=-13.11 orbital_gap_ev=8.342 total_charge=+1
C 0.8606 -1.9470 0.1404
C -0.6100 -2.0553 0.1443
C 1.4364 -1.0339 -0.6971
C -1.3451 -1.2051 -0.6650
C 0.6080 -0.2593 -1.4894
N -0.7113 -0.3219 -1.4450
N 0.0502 2.2706 -0.6035
F -1.5276 0.4262 -2.2202
I 1.5359 0.9609 -3.0108
H 1.5373 -2.6186 0.6829
H -1.0340 -2.8430 0.9297
H 2.4156 -0.9449 -0.7892
H -2.4476 -1.2478 -0.7351
H -0.9899 2.1669 -0.6343
H 0.3214 3.1016 -1.1488
H 0.3616 2.2595 0.3326

16
Properties=species:S:1:pos:R:3 method="wB97M-V/def2-TZVPD" relative_energy_ev=0.804 e_tot_ev=-8868.40871 e_homo_ev=-9.60 orbital_gap_ev=10.443
C -0.8061 0.4547 1.2396
C 0.1420 -0.0835 0.1656
C 1.3106 -0.8589 0.7472
C -0.6728 -0.6625 -1.0286
N -0.4079 0.5880 -1.7315
C 0.4878 1.0632 -0.8077
O 1.2347 2.0103 -0.7906
H -1.3417 -0.3718 1.7240
H -1.5452 1.1302 0.7888
H -0.2562 1.0177 2.0016
H 0.9710 -1.6783 1.3932
H 1.9195 -0.1777 1.3531
H 1.9555 -1.2703 -0.0372
H -0.2103 -1.5264 -1.5208
H -1.7276 -0.8743 -0.8293
H -0.8733 1.0375 -2.5056

11
Properties=species:S:1:pos:R:3 method="wB97M-V/def2-TZVPD" s_squared=0.761 e_tot_ev=-14660.88796 e_homo_ev="-11.60 / -11.17" orbital_gap_ev="4.583 / 4.149" total_charge=+1 multiplicity=2
C 2.6902 -0.1579 -0.9290
C 3.0110 -0.1987 0.2967
O -0.7382 0.6865 0.0766
C -0.5906 -0.5562 0.8136
C -0.5510 -0.6166 -0.6426
H -1.4938 -0.8757 1.3361
H 0.3396 -0.6219 1.3825
H -1.4411 -0.9789 -1.1612
H 0.2709 -0.5349 -1.3543
Ag -2.9221 1.9981 0.0748
Na 1.4252 1.8562 0.1067